# 1
C2H2Cl3NS | the ωB97M-V functional and the def2-TZVPD basis

Structure (XYZ):
```
9
Properties=species:S:1:pos:R:3:forces:R:3:nbo_charge:R:1
C 1.780239 1.587548 0.057624 -0.6 0.9 0.9 -0.13
C -1.411847 -1.618893 -0.211670 -2.0 2.4 -1.1 -0.25
N 0.716977 1.525038 0.739778 0.1 -0.3 -0.1 -0.53
S -0.563789 0.752470 1.191762 -0.4 -0.6 -0.1 0.33
Cl -2.956330 -1.884653 0.535619 0.4 0.0 0.1 0.05
Cl -0.301636 -2.803282 -0.149109 1.6 -1.7 0.3 0.13
Cl -1.613926 -0.889320 -1.832961 0.2 -0.3 0.8 0.00
H 2.079526 0.773616 -0.609511 0.2 0.4 0.1 0.19
H 2.270787 2.557475 0.278468 0.5 -0.9 -0.9 0.20
```
Positions in Å, forces in eV/Å.

Properties
- frontier orbital gap (alpha / beta) (eV) = 7.7970 / 7.5472
- multiplicity = 1
- HOMO (alpha / beta) (eV) = -8.67 / -8.42
- lowest unoccupied orbital energy (alpha / beta) (eV) = -0.9 / -0.9

---

# 2
C2H2Cl3NS | the ωB97M-V functional and the def2-TZVPD basis

Structure (XYZ):
```
9
Properties=species:S:1:pos:R:3:forces:R:3:nbo_charge:R:1
C -2.039924 -0.045931 -0.105986 -1.2 -0.4 1.5 -0.13
C 1.845222 0.398988 0.038503 0.6 0.6 -0.1 -0.19
N -1.438091 -1.051515 0.372394 0.6 -0.1 -0.3 -0.52
S -0.209151 -2.012210 0.080963 -0.1 0.0 0.0 0.28
Cl 3.291967 -0.518826 -0.107520 -0.2 -0.2 0.1 0.06
Cl 1.672961 1.224379 1.537550 -0.2 -0.3 0.0 0.06
Cl 1.527092 1.397634 -1.336917 -0.2 -0.2 0.0 0.04
H -1.748870 0.373154 -1.088545 -0.4 0.1 0.7 0.20
H -2.901209 0.234324 0.609559 1.2 0.3 -1.9 0.21
```
Positions in Å, forces in eV/Å.

Properties
- frontier orbital gap (alpha / beta) (eV) = 7.1574 / 7.8089
- multiplicity = 1
- HOMO (alpha / beta) (eV) = -8.46 / -8.84
- lowest unoccupied orbital energy (alpha / beta) (eV) = -1.3 / -1.0

---

# 3
C2H2Cl3NSi | the ωB97M-V functional and the def2-TZVPD basis

Structure (XYZ):
```
9
Properties=species:S:1:pos:R:3:forces:R:3:nbo_charge:R:1
C -1.130841 1.149156 -0.108872 -0.6 1.2 -1.5 0.18
C 0.005957 0.426781 0.118226 0.6 -2.2 4.6 -0.58
N -1.958429 1.800912 -0.569644 -0.9 0.4 0.3 -0.31
Si -0.570790 -0.116332 2.812515 -0.1 -0.2 -2.6 1.19
Cl -2.349371 0.603209 3.424935 -0.1 0.1 -0.1 -0.32
Cl -0.634814 -2.161305 2.765828 0.0 0.2 0.1 -0.35
Cl 0.870345 0.538638 4.006952 0.7 0.3 0.5 -0.32
H 0.956774 0.889781 0.361841 -0.1 0.0 -0.5 0.25
H -0.113750 -0.656609 0.135295 0.5 0.2 -0.7 0.25
```
Positions in Å, forces in eV/Å.

Properties
- frontier orbital gap (alpha / beta) (eV) = 7.4973 / 7.4979
- multiplicity = 1
- HOMO (alpha / beta) (eV) = -9.01 / -9.01
- lowest unoccupied orbital energy (alpha / beta) (eV) = -1.5 / -1.5

---

# 4
C2H2Cl6 | the ωB97M-V functional and the def2-TZVPD basis

Structure (XYZ):
```
10
Properties=species:S:1:pos:R:3:forces:R:3:nbo_charge:R:1
C 1.404919 -1.273447 -0.529835 0.7 -0.1 1.0 -0.27
Cl 1.917363 -2.601127 0.578482 -0.1 0.4 -0.3 -0.01
Cl 1.517086 -1.804379 -2.175582 -0.2 0.0 -0.4 0.05
Cl 2.426289 0.166971 -0.261980 -0.3 -0.3 0.0 0.01
H 0.391877 -1.034887 -0.237096 -0.1 0.1 -0.2 0.23
C -1.615159 1.388847 0.542453 0.1 -0.3 0.6 -0.29
Cl -0.706400 2.216772 -0.689205 0.1 0.0 -0.4 0.04
Cl -0.531758 0.950626 1.896193 -0.3 0.2 -0.2 0.00
Cl -2.429321 -0.079258 -0.024211 0.1 0.2 -0.2 0.01
H -2.374897 2.069882 0.900783 0.0 -0.1 0.2 0.23
```
Positions in Å, forces in eV/Å.

Properties
- frontier orbital gap (eV) = 11.4837
- multiplicity = 1
- SMILES = ClC(Cl)Cl.ClC(Cl)Cl
- HOMO (eV) = -11.00
- lowest unoccupied orbital energy (eV) = 0.5

---

# 5
C2H2Cl7Cr | the ωB97M-V functional and the def2-TZVPD basis

Structure (XYZ):
```
12
Properties=species:S:1:pos:R:3:forces:R:3:nbo_charge:R:1
Cr 1.207995 -0.879749 -3.902179 -1.7 0.7 1.6 1.54
Cl -0.419356 -0.118708 -2.394380 1.8 -0.8 -1.6 -0.54
C -0.791363 -2.196237 0.866476 -0.7 0.9 0.0 -0.30
Cl 0.507274 -3.359606 0.715063 0.1 0.0 0.1 0.03
Cl -0.611720 -1.059882 2.216500 0.2 -0.5 0.1 0.03
Cl -2.394238 -2.936524 0.915349 0.2 -0.3 0.0 0.03
H -0.804225 -1.548994 -0.000413 0.2 -0.2 -0.2 0.21
C 0.686132 2.382178 0.214771 0.1 0.3 0.1 -0.29
Cl -1.041813 2.177562 0.456683 -0.2 0.0 0.0 0.03
Cl 1.586775 1.450048 1.404317 0.2 0.0 -0.1 0.03
Cl 1.162022 4.087051 0.280565 -0.1 -0.2 -0.1 0.03
H 0.912517 2.002861 -0.772752 0.1 0.0 0.0 0.20
```
Positions in Å, forces in eV/Å.

Properties
- charge = +1
- frontier orbital gap (alpha / beta) (eV) = 4.2092 / 5.4609
- multiplicity = 5
- HOMO (alpha / beta) (eV) = -13.13 / -13.13
- lowest unoccupied orbital energy (alpha / beta) (eV) = -8.9 / -7.7

---

# 6
C2H2ClF | the ωB97M-V functional and the def2-TZVPD basis

Structure (XYZ):
```
6
Properties=species:S:1:pos:R:3:forces:R:3:nbo_charge:R:1
C -1.060438 -0.921420 1.110413 1.5 -0.1 -1.2 -0.22
C -0.004447 -0.835471 0.533170 -0.8 -0.2 1.1 -0.14
F 0.526991 2.315166 -1.533917 1.4 -2.7 -0.5 -0.56
Cl 1.571660 -0.818001 0.091380 0.1 0.2 -0.4 0.12
H -1.998927 -1.180030 1.485086 -0.8 0.1 0.4 0.24
H 0.965162 1.439755 -1.686132 -1.4 2.7 0.5 0.56
```
Positions in Å, forces in eV/Å.

Properties
- frontier orbital gap (eV) = 10.9499
- multiplicity = 1
- SMILES = C#CCl.F
- HOMO (eV) = -10.44
- lowest unoccupied orbital energy (eV) = 0.5

---

For the records above, the corresponding energy relative to the best compared isomer or geometry (same formula, charge and spin) values read 3.133, 3.196, 2.524, 0.058, 0.083, 1.765 eV.
For the records above, the corresponding F_max values read 0.064, 0.044, 0.100, 0.024, 0.049, 0.060 hartree/bohr.